(1)
{"formula": "C3H5NO2S", "method": "ωB97M-V with the def2-TZVPD basis set", "e_tot_ev": -19610.630, "gap_ev": 10.46, "homo_ev": -9.7, "multiplicity": 1, "molar_mass_da": 119.145, "de_lowest_kcal_mol": 43.4, "symbols": ["C", "C", "C", "N", "O", "O", "S", "H", "H", "H", "H", "H"], "coordinates": [[-0.27101, 0.04610, -0.30342], [0.66880, 0.64919, 0.78063], [0.27596, -0.07789, -1.73487], [-1.40671, -0.28875, 0.03339], [-1.32200, -1.75879, 2.16164], [-0.00732, 0.55229, 2.04478], [-1.50039, -0.34729, 1.86397], [1.47532, -0.06366, 0.63758], [0.98287, 1.63363, 0.70901], [0.06115, 0.85638, -2.18303], [-0.26975, -0.90238, -2.34432], [1.31307, -0.29883, -1.66536]], "forces_ev_per_angstrom": [[2.182, 1.840, -0.878], [-1.486, -3.186, 0.109], [-2.246, -1.860, 0.623], [-2.026, -1.284, 2.324], [0.209, 0.762, -0.157], [-1.138, -1.218, -1.224], [1.034, 0.554, -1.108], [0.850, 0.110, 0.910], [0.578, 1.863, -0.778], [0.204, 0.997, -0.805], [0.897, 1.415, 1.273], [0.941, 0.006, -0.291]]}



(2)
{"formula": "C25H37AgNO4PS", "method": "ωB97M-V with the def2-TZVPD basis set", "e_tot_ev": -60331.022, "gap_ev": 9.06, "homo_ev": -8.6, "multiplicity": 1, "molar_mass_da": 586.483, "de_lowest_kcal_mol": 0.0, "symbols": ["Ag", "O", "C", "N", "S", "O", "O", "C", "C", "C", "C", "C", "C", "H", "H", "H", "H", "O", "P", "C", "C", "C", "C", "C", "C", "C", "C", "C", "C", "C", "C", "C", "C", "C", "C", "C", "C", "H", "H", "H", "H", "H", "H", "H", "H", "H", "H", "H", "H", "H", "H", "H", "H", "H", "H", "H", "H", "H", "H", "H", "H", "H", "H", "H", "H", "H", "H", "H", "H", "H"], "coordinates": [[1.09966, -1.71553, 1.09703], [3.38740, -2.47492, 3.13643], [2.34348, -3.07296, 3.30625], [1.52870, -3.55511, 2.29463], [0.05616, -3.95136, 2.87227], [-0.35526, -5.27697, 2.51127], [-0.86562, -2.86831, 2.55588], [0.48507, -3.86512, 4.58012], [-0.26259, -4.20522, 5.68949], [0.33277, -4.01506, 6.93075], [1.62465, -3.50283, 7.03548], [2.35614, -3.16901, 5.90323], [1.76567, -3.36563, 4.66774], [-1.26288, -4.60562, 5.59644], [-0.21249, -4.27010, 7.83017], [2.06162, -3.36849, 8.01650], [3.36054, -2.77180, 5.96692], [1.06008, -0.07715, -0.28136], [-0.06150, 0.74500, -0.87799], [0.13313, 0.88257, -2.67991], [-0.48842, 2.13774, -3.31039], [-0.56812, 1.95589, -4.83115], [0.66378, 1.21419, -5.38271], [1.86518, 1.40529, -4.46339], [1.61375, 0.73658, -3.10754], [-1.66508, -0.01157, -0.44631], [-2.94223, 0.72814, -0.88622], [-3.47007, 0.31134, -2.25787], [-3.66306, -1.19816, -2.33591], [-2.33801, -1.90751, -2.09082], [-1.74012, -1.52724, -0.73876], [-0.04266, 2.41117, -0.15752], [-0.32592, 2.35414, 1.37114], [0.76407, 3.03380, 2.19660], [2.11833, 2.42882, 1.84550], [2.47481, 2.65576, 0.36298], [1.27955, 3.14902, -0.45570], [-0.41458, 0.02198, -3.07298], [0.12825, 3.00519, -3.06921], [-1.47906, 2.35245, -2.90655], [-0.66400, 2.93603, -5.30285], [-1.47729, 1.40291, -5.08261], [0.88727, 1.55616, -6.39382], [0.45224, 0.14344, -5.46402], [2.05355, 2.47520, -4.33026], [2.77049, 0.99241, -4.91058], [2.28516, 1.14346, -2.34912], [1.85198, -0.32668, -3.16730], [-1.61216, 0.06896, 0.64650], [-2.80589, 1.81181, -0.83531], [-3.71674, 0.49398, -0.14882], [-2.78010, 0.61458, -3.04996], [-4.40833, 0.83535, -2.45295], [-4.07497, -1.48035, -3.30676], [-4.39133, -1.51249, -1.58015], [-1.64803, -1.67083, -2.90630], [-2.46982, -2.99081, -2.11851], [-0.75538, -1.98797, -0.62373], [-2.35875, -1.97094, 0.04616], [-0.84614, 2.96748, -0.64894], [-0.37223, 1.31583, 1.71444], [-1.30512, 2.78871, 1.58008], [0.54636, 2.89249, 3.25669], [0.76649, 4.11378, 2.02358], [2.07597, 1.35512, 2.04956], [2.89855, 2.83290, 2.49157], [2.86242, 1.73165, -0.06612], [3.26738, 3.40172, 0.27362], [1.51939, 3.10710, -1.51937], [1.10390, 4.20559, -0.23922]], "forces_ev_per_angstrom": [[0.307, -0.345, -0.099], [0.000, -0.035, 0.030], [0.015, -0.284, -0.004], [-0.217, 0.823, 0.079], [0.047, -0.022, -0.035], [0.009, 0.005, -0.042], [-0.093, -0.072, -0.006], [-0.081, -0.065, 0.053], [0.049, 0.023, 0.066], [-0.021, -0.011, -0.016], [0.009, 0.003, -0.004], [0.013, 0.009, 0.003], [0.054, 0.004, -0.028], [0.000, 0.004, -0.009], [-0.003, -0.001, -0.003], [0.004, 0.003, -0.003], [-0.004, -0.002, -0.007], [0.003, -0.088, -0.091], [-0.070, -0.012, 0.090], [0.007, 0.035, -0.046], [-0.016, -0.007, 0.044], [-0.027, 0.007, -0.007], [-0.011, -0.012, -0.025], [0.032, 0.023, -0.011], [0.039, -0.036, 0.055], [-0.060, -0.016, 0.042], [-0.012, 0.001, 0.020], [0.005, 0.024, -0.018], [-0.031, 0.005, 0.008], [0.028, -0.011, -0.027], [-0.021, -0.019, 0.040], [-0.039, 0.055, -0.006], [-0.033, -0.049, 0.020], [-0.010, 0.019, 0.013], [0.035, -0.018, 0.017], [0.027, 0.014, -0.014], [-0.019, 0.019, -0.022], [-0.027, -0.043, 0.003], [-0.001, -0.004, -0.011], [-0.035, -0.026, 0.000], [0.017, 0.004, 0.004], [0.010, -0.002, -0.004], [0.000, 0.006, 0.002], [0.001, 0.003, 0.014], [-0.010, 0.000, 0.001], [-0.009, -0.011, -0.001], [-0.012, 0.020, -0.020], [0.001, 0.007, 0.005], [0.011, 0.014, -0.031], [0.021, 0.001, -0.015], [0.001, -0.003, -0.004], [0.053, 0.030, -0.017], [-0.008, -0.017, 0.015], [0.011, 0.004, -0.005], [0.009, 0.001, 0.004], [0.025, 0.040, -0.015], [-0.008, 0.004, 0.015], [-0.013, 0.002, -0.010], [0.016, -0.005, 0.001], [0.005, -0.013, -0.012], [0.016, 0.020, 0.001], [0.007, 0.006, 0.000], [0.004, -0.011, -0.001], [0.002, -0.001, -0.008], [-0.009, 0.001, -0.004], [-0.004, 0.007, -0.007], [-0.006, 0.004, 0.011], [0.002, -0.003, 0.009], [-0.002, -0.012, 0.015], [0.013, 0.002, 0.010]]}